The following is a quantum chemistry calculation of a structure of composition C6H14IN3 in a non-equilibrium geometry, from the Open Molecules 2025 dataset.

```
24
C6H14IN3 | the Open Molecules 2025 dataset | ωB97M-V/def2-TZVPD
C -1.4368 1.7471 -2.1670
C -1.5285 0.6572 -1.6965
C -1.3604 -0.7485 -1.3445
N -0.8842 -0.9717 0.0594
C -1.5521 -0.0454 1.0801
N -0.7674 1.0473 1.5068
C 0.6458 -1.0109 0.2383
N 1.2509 0.0574 -0.5127
C 2.3446 0.8424 0.0636
H -1.4670 2.6665 -2.7019
H -2.3414 -1.2252 -1.4266
H -0.7009 -1.2817 -2.0243
H -1.1865 -1.9106 0.3078
H -1.7173 -0.6718 1.9573
H -2.5384 0.2606 0.7341
H -0.0605 0.7853 2.1805
H -0.3921 1.5924 0.7456
H 0.9740 -1.9641 -0.1854
H 0.9307 -1.0983 1.3982
H 1.4893 -0.2452 -1.4435
H 3.1531 0.2066 0.4105
H 1.9769 1.4969 0.8500
H 2.7649 1.4872 -0.7114
I 2.3141 -1.4971 2.4902
```

Molecular weight (g mol⁻¹): 255.103
Spin multiplicity: 1
E_LUMO (eV): -0.08
Gap between HOMO and LUMO (eV): 6.62
Energy relative to the best compared isomer or geometry (same formula, charge and spin) (kcal/mol): 0.0
HOMO level (eV): -6.700

=====

The following is a quantum chemistry calculation of a structure of composition C23H44CuNO5P2, from the Open Molecules 2025 dataset.

```
76
C23H44CuNO5P2 | the Open Molecules 2025 dataset | ωB97M-V/def2-TZVPD
Cu -1.6163 -0.4768 -0.2900
O -4.6086 2.1206 -0.2732
C -3.5366 1.7280 0.1937
O -2.4277 1.6112 -0.4222
C -3.5120 1.3429 1.6899
C -2.0960 1.3438 2.2685
C -2.1322 1.3723 3.7992
C -2.5907 -0.0725 4.1218
C -2.7167 -0.6672 2.7158
O -1.6451 -0.0089 2.0115
C -3.9702 -0.1227 2.0097
C -4.3174 -1.0256 0.8213
O -5.4551 -1.4648 0.7161
O -3.3353 -1.3473 0.0499
H -4.1596 2.0492 2.2097
H -1.4193 2.0435 1.7888
H -1.1387 1.5721 4.2029
H -2.8158 2.1346 4.1732
H -1.8379 -0.6085 4.7007
H -3.5358 -0.1149 4.6633
H -2.5850 -1.7439 2.6421
H -4.8355 -0.1252 2.6700
C -2.0228 -1.9556 -3.5391
P -2.2979 -0.4562 -2.5322
C -1.5101 0.8503 -3.5206
C -4.0714 -0.1338 -2.7263
H -2.3624 -1.8218 -4.5692
H -2.5694 -2.7827 -3.0849
H -0.9603 -2.2023 -3.5350
H -1.9642 0.9355 -4.5107
H -0.4475 0.6302 -3.6225
H -1.6287 1.7849 -2.9716
H -4.3535 -0.0891 -3.7815
H -4.3068 0.8090 -2.2268
H -4.6255 -0.9234 -2.2180
C 3.7645 -1.3348 1.5335
C 2.4208 -1.6108 0.8540
C 1.3729 -1.9650 1.9219
C 2.5612 -2.8768 -0.0036
P 1.6772 -0.2310 -0.2408
N 0.2303 -0.5479 -0.6059
C 2.7291 -0.1458 -1.8346
C 4.2483 -0.2751 -1.6932
C 2.4209 1.1805 -2.5455
C 2.2147 -1.2382 -2.7848
C 1.9327 1.4200 0.6806
C 0.9665 2.4419 0.0555
C 3.3488 2.0037 0.7079
C 1.4721 1.2461 2.1354
H 4.0844 -2.2405 2.0614
H 3.7006 -0.5386 2.2735
H 4.5507 -1.0759 0.8247
H 1.6641 -2.9075 2.3981
H 0.3941 -2.0905 1.4583
H 1.2832 -1.2143 2.7019
H 2.7552 -3.7271 0.6584
H 3.3889 -2.8214 -0.7088
H 1.6384 -3.0729 -0.5510
H 4.6736 0.4695 -1.0206
H 4.7074 -0.1281 -2.6774
H 4.5504 -1.2611 -1.3428
H 2.8873 2.0384 -2.0658
H 1.3461 1.3529 -2.5969
H 2.8092 1.1286 -3.5680
H 2.5074 -2.2407 -2.4842
H 2.6233 -1.0576 -3.7848
H 1.1258 -1.2018 -2.8247
H 1.2986 2.7987 -0.9166
H 0.9064 3.3135 0.7169
H -0.0357 2.0264 -0.0632
H 3.7061 2.2939 -0.2784
H 4.0760 1.3191 1.1457
H 3.3388 2.9093 1.3250
H 0.5111 0.7379 2.1898
H 1.3623 2.2394 2.5841
H 2.1939 0.6987 2.7408
```

Molecular weight (g mol⁻¹): 540.101
Spin multiplicity: 2
<S²>: 0.754
E_LUMO (alpha / beta) (eV): 2.59 / 2.58
Gap between HOMO and LUMO (alpha / beta) (eV): 7.28 / 7.25
Energy relative to the best compared isomer or geometry (same formula, charge and spin) (kcal/mol): 0.0
Charge: -1
HOMO level (alpha / beta) (eV): -4.692 / -4.670